# C6H6

An isolated molecule of C6H6 (the ωB97M-V functional and the def2-TZVPD basis, the OMol25 dataset).

## Properties
* HOMO level: -9.999 eV
* HOMO-LUMO gap: 9.753 eV
* energy: -232.0181 Ha
* relative energy (zero: lowest compared OMol25 entry of this formula, charge and spin): 5.665 eV
* molecular weight: 78.11 g mol⁻¹

Atoms and positions in Å:
C: -1.67698 0.40045 0.03613
C: -0.72203 -0.41584 -0.79060
C: -0.87069 -0.84462 -2.01458
C: 0.60271 -0.89429 -0.18687
C: 1.60191 0.17475 -0.09713
C: 2.44372 1.03399 -0.04732
H: -2.04052 -0.19942 0.87900
H: -1.17309 1.28494 0.43944
H: -2.54038 0.72646 -0.54875
H: 1.01709 -1.72304 -0.77382
H: 0.38707 -1.29647 0.81126
H: 3.19656 1.79076 -0.01434